2 unconnected molecules or ions with the total composition C2H4N3O. Source: OMol25; level of theory: wB97M-V/def2-TZVPD.

XYZ file:
```
10
Properties=species:S:1:pos:R:3:forces:R:3
C -1.6140 -1.1937 -1.2861 -1.91 -4.06 -4.09
C 0.1939 0.5578 1.3002 -5.24 0.18 1.83
N -1.1475 -0.4411 -0.6226 0.97 3.14 2.59
N 1.5764 0.3706 -0.7262 -1.21 0.92 2.10
N 0.8716 0.4195 0.1129 0.45 -0.45 0.67
O 2.2585 0.5242 -1.5926 2.79 -0.26 -3.79
H -1.8931 -1.9119 -2.0466 -0.27 0.24 0.50
H 0.7885 0.7837 2.1418 1.22 1.08 0.44
H -0.7530 1.3058 1.0758 2.71 -1.78 0.81
H -0.2816 -0.4148 1.6434 0.49 0.99 -1.05
```
Positions in Å, forces in eV/Å.

## Properties
Strongest force on any atom = 0.118 hartree/bohr
Energy relative to the best compared isomer or geometry (same formula, charge and spin) = 120.3 kcal/mol
Total charge = +1

5 unconnected molecules or ions with the total composition C42H70Br2F4INO20S. Source: OMol25; level of theory: wB97M-V/def2-TZVPD.

XYZ file:
```
141
Properties=species:S:1:pos:R:3:forces:R:3
C 2.6312 -0.6209 2.9662 0.54 0.31 0.63
C 3.7770 -0.0194 1.9727 -0.42 -0.52 1.00
Br 5.4752 -0.5123 2.9912 -0.79 1.37 1.02
C 3.7650 -0.7216 0.4959 -0.49 -0.44 1.39
Br 5.5051 -1.6583 0.4094 -0.51 -0.81 -2.31
C 3.2184 0.1413 -0.7270 -3.70 -1.87 1.25
C 1.7188 0.5353 -0.1211 -0.65 1.01 0.72
C 1.6224 1.9625 0.6028 -0.70 1.10 -0.38
O 0.6865 1.9413 1.7428 0.12 -0.72 -1.63
O 3.6960 1.3810 -1.1143 0.29 0.38 -0.07
C 4.8820 2.0619 -1.0875 3.55 2.50 -1.55
C 5.4388 2.2547 -2.6166 -0.09 0.44 -0.24
C 4.4669 3.0228 -3.6081 0.68 -1.60 -4.17
O 4.4852 2.6478 -4.8267 -0.18 1.33 4.50
C 6.1569 1.5797 -0.2634 0.15 -1.09 0.09
C 7.4062 2.5513 -0.0993 0.59 0.55 0.94
C 8.7843 1.7123 0.0949 -1.70 -0.06 0.94
I 10.4251 2.9271 -0.6854 -0.56 -0.74 0.43
C 4.5976 3.6001 -0.5979 -0.97 1.78 0.47
F 5.4457 4.5709 -1.1785 -1.54 -2.24 1.26
F 3.2800 4.0548 -0.9677 2.92 -1.20 1.18
F 4.7492 3.7607 0.8202 -0.68 -0.40 -3.19
C 2.7718 -0.8200 -2.0117 3.43 -0.04 -1.55
C 2.5672 0.0252 -3.3616 -0.93 -0.09 -0.91
C 1.5553 1.2357 -3.3960 0.06 1.88 -0.45
N 0.0981 0.8980 -3.4556 -0.48 0.85 0.37
C 3.8602 -1.9032 -2.4708 0.39 -1.00 -0.72
C 5.2958 -1.4333 -2.9512 0.07 -0.77 -1.08
C 6.1943 -2.7789 -3.1622 -0.45 1.17 1.28
S 5.8340 -3.6172 -4.7787 2.67 0.74 -5.21
O 7.1700 -3.9955 -5.3737 -3.32 0.21 2.58
O 5.1013 -2.7586 -5.7657 0.58 -2.08 3.50
O 4.9343 -5.0094 -4.4956 1.11 1.83 1.24
O 1.6646 -1.5621 -1.5217 -0.44 -0.67 0.21
C 1.1670 -2.7289 -1.9882 -3.83 -2.40 -1.16
O -0.1285 -2.8822 -1.3105 1.56 -0.07 -0.19
F 1.8284 -3.9856 -1.5922 0.25 2.24 -0.35
C 0.7796 -2.9355 -3.5238 -0.17 -0.96 -5.14
C 1.5180 -4.0071 -4.4098 -1.89 1.42 -0.90
C 1.1811 -4.2841 -5.8906 -1.96 2.59 1.52
C 0.0747 -3.4848 -6.6311 1.04 0.73 4.57
C -0.7011 -2.4240 -5.7727 2.59 -1.95 1.18
C -0.3649 -2.1699 -4.2679 1.50 -2.17 -1.64
H 2.4431 -1.7339 2.7528 0.21 1.70 0.06
H 1.6766 -0.0006 2.9758 1.18 -0.88 -0.42
H 3.0411 -0.5868 4.0469 -0.69 0.04 -1.85
H 3.8290 1.1123 1.9719 -0.28 -1.54 -0.12
H 3.0065 -1.5882 0.6365 1.39 1.50 -0.73
H 0.9153 0.6412 -0.9185 1.34 -0.72 0.72
H 1.3426 -0.2419 0.6222 0.56 0.99 -1.08
H 2.5926 2.4300 0.9496 -1.20 -0.84 -0.18
H 1.1548 2.7500 -0.1105 1.09 -1.35 0.77
H -0.1776 1.6966 1.3240 0.91 0.42 0.84
H 6.4427 2.8310 -2.6378 -1.74 -0.76 0.25
H 5.6907 1.2517 -3.1142 -0.70 1.40 0.88
H 3.8002 3.9202 -3.3891 0.92 -1.08 0.44
H 5.8218 1.2976 0.7893 0.55 0.05 -1.45
H 6.5795 0.6590 -0.8246 -1.02 1.30 1.09
H 7.2736 3.1462 0.8848 0.16 -0.77 -1.74
H 7.5913 3.3156 -0.9160 -0.63 -1.11 0.84
H 8.9001 1.5649 1.2332 0.27 0.09 -1.99
H 8.7263 0.6989 -0.4235 0.38 1.48 0.57
H 3.5534 0.4215 -3.8189 -1.40 -0.75 1.31
H 2.2089 -0.7367 -4.1608 0.42 1.19 1.35
H 1.6709 2.0011 -2.5326 0.37 -1.42 -1.29
H 1.7812 1.8552 -4.3492 -0.02 -1.12 1.49
H -0.3859 1.3695 -2.6638 0.51 -0.59 -0.75
H -0.3505 1.3251 -4.2899 0.66 -0.55 0.69
H 3.4262 -2.4090 -3.4244 0.48 0.84 1.55
H 4.0030 -2.7832 -1.7384 -0.43 1.71 -0.74
H 5.8756 -0.7333 -2.2732 -0.86 -1.08 -0.60
H 5.2284 -0.9294 -3.9903 0.10 -0.80 1.64
H 7.2790 -2.4315 -3.1924 -1.37 -0.98 -0.37
H 6.0442 -3.5184 -2.2861 0.26 1.14 -1.45
H 5.1169 -5.2775 -3.5559 -0.18 0.11 -1.09
H -0.3747 -3.8426 -1.3515 0.50 1.19 -0.23
H 2.3489 -4.6483 -3.9397 -1.50 1.22 -0.81
H 1.7609 -5.0893 -6.4469 -0.83 1.28 0.93
H -0.1337 -3.6794 -7.7340 0.21 0.40 1.82
H -1.5378 -1.8105 -6.2606 1.40 -1.05 0.96
H -1.0071 -1.4036 -3.7338 1.16 -1.17 -0.71
C -7.0955 -2.2302 -4.9641 0.21 -0.16 0.14
C -6.9497 -0.7194 -4.9795 -0.25 -0.36 -0.49
O -6.3537 -0.2432 -3.7661 0.42 0.20 0.12
C -5.0293 -0.4278 -3.6588 -0.14 -0.18 0.11
O -4.3121 -0.9439 -4.4823 -0.22 0.31 0.27
O -4.6386 0.0359 -2.4587 -0.23 -0.03 -0.45
C -3.2609 -0.1979 -2.1744 0.45 -0.06 0.18
H -7.6434 -2.5532 -4.0756 -0.10 0.09 -0.11
H -7.6264 -2.5748 -5.8543 0.00 0.07 0.07
H -6.1219 -2.7230 -4.9344 -0.04 0.11 -0.11
H -7.9393 -0.2620 -5.0437 0.18 0.13 0.28
H -6.3790 -0.3770 -5.8478 0.11 -0.07 0.21
H -2.6207 0.1907 -2.9694 -0.11 -0.17 -0.01
H -3.0875 -1.2666 -2.0284 0.09 0.10 -0.15
H -3.0148 0.3224 -1.2481 -0.31 0.01 -0.06
C -5.1013 -6.3693 2.3387 0.26 -0.09 0.11
C -5.1417 -5.0770 1.5435 -0.38 -0.52 -0.11
O -4.1698 -4.1404 2.0258 0.41 0.18 -0.18
C -2.8999 -4.3870 1.6703 -0.06 -0.02 0.24
O -2.5159 -5.3072 0.9884 -0.12 0.41 0.13
O -2.1194 -3.4463 2.2296 -0.39 -0.24 -0.22
C -0.7248 -3.6549 2.0152 0.50 -0.06 -0.05
H -5.2123 -6.1658 3.4065 -0.14 0.04 -0.09
H -5.9002 -7.0425 2.0200 0.02 0.09 0.02
H -4.1479 -6.8851 2.2104 -0.09 0.05 -0.12
H -6.1195 -4.6069 1.6684 0.26 0.23 0.08
H -5.0040 -5.2564 0.4731 0.19 0.02 0.16
H -0.4999 -3.7654 0.9537 -0.06 -0.05 0.19
H -0.3898 -4.5323 2.5735 -0.04 0.00 -0.16
H -0.1918 -2.7808 2.3910 -0.31 0.03 0.04
C -5.0990 2.6580 3.6216 0.25 -0.07 0.08
C -5.1427 3.9512 2.8270 -0.38 -0.59 -0.11
O -4.1661 4.8850 3.3058 0.41 0.21 -0.17
C -2.8979 4.6376 2.9441 0.02 -0.09 0.23
O -2.5191 3.7160 2.2584 -0.16 0.50 0.21
O -2.1140 5.5779 3.5040 -0.48 -0.31 -0.29
C -0.7198 5.3705 3.2857 0.53 -0.02 -0.03
H -5.2030 2.8607 4.6901 -0.13 -0.04 -0.08
H -5.9002 1.9853 3.3077 0.02 0.09 0.02
H -4.1470 2.1409 3.4881 -0.09 0.05 -0.11
H -6.1199 4.4212 2.9581 0.26 0.25 0.08
H -5.0117 3.7727 1.7556 0.19 0.04 0.15
H -0.4979 5.2618 2.2223 -0.08 -0.15 0.14
H -0.3844 4.4915 3.8405 -0.02 -0.01 -0.22
H -0.1856 6.2433 3.6620 -0.32 0.01 0.05
C -6.6600 1.8988 10.7484 0.25 0.15 -0.03
C -7.7226 1.9906 9.6683 0.13 -0.53 0.35
O -7.7266 3.2850 9.0531 0.11 0.16 -0.43
C -6.7355 3.5149 8.1783 0.04 0.11 0.22
O -5.8639 2.7387 7.8682 -0.38 0.26 0.01
O -6.8620 4.7745 7.7254 -0.11 -0.48 0.16
C -5.8029 5.1842 6.8620 0.30 0.25 -0.30
H -6.7817 2.7057 11.4751 -0.13 -0.11 0.01
H -6.7210 0.9399 11.2679 -0.05 0.07 -0.04
H -5.6573 1.9972 10.3285 -0.11 -0.10 -0.06
H -8.7080 1.8543 10.1191 0.01 0.31 -0.19
H -7.6014 1.2073 8.9142 0.12 0.21 -0.01
H -5.6737 4.4851 6.0341 0.06 0.02 0.21
H -4.8762 5.2819 7.4318 -0.03 -0.15 -0.13
H -6.0606 6.1605 6.4507 -0.20 -0.12 0.20
```
Positions in Å, forces in eV/Å.

## Properties
Strongest force on any atom = 0.115 hartree/bohr

2 unconnected molecules or ions with the total composition C2H8NO. Source: OMol25; level of theory: wB97M-V/def2-TZVPD.

XYZ file:
```
12
Properties=species:S:1:pos:R:3:forces:R:3
C -0.7260 1.1845 1.2077 -1.85 -0.75 -0.46
C 1.2311 0.1469 0.4558 0.16 1.12 -0.77
N -0.1513 0.2495 0.3138 1.67 0.78 2.21
H -1.8088 1.1641 1.0838 0.06 0.05 0.02
H -0.4947 0.9707 2.2804 0.52 0.05 -0.53
H -0.4003 2.2095 0.9989 0.58 0.18 -0.03
H 1.5282 -0.8173 0.8999 -0.37 -0.59 -0.11
H 1.6611 0.0099 -0.5616 -0.20 -0.31 -0.02
H 1.7448 0.9471 1.0015 -0.34 -0.13 0.15
H -0.9759 -2.0560 -1.9639 -0.71 -0.67 -0.10
H -0.4961 -0.9756 -0.9572 -0.64 -0.42 -0.32
O -0.3326 -1.3824 -1.8094 1.12 0.71 -0.04
```
Positions in Å, forces in eV/Å.

## Properties
Strongest force on any atom = 0.056 hartree/bohr
Energy relative to the best compared isomer or geometry (same formula, charge and spin) = 116.0 kcal/mol
Total charge = +1

2 unconnected molecules or ions with the total composition C3H8O2S. Source: OMol25; level of theory: wB97M-V/def2-TZVPD.

XYZ file:
```
14
Properties=species:S:1:pos:R:3:forces:R:3
O 2.1054 -1.1501 -0.0329 -0.23 0.34 -0.09
C 2.4178 -0.2367 -0.7626 0.31 -1.60 0.89
O 1.5447 0.5764 -1.3284 0.07 0.12 -0.12
H 3.4847 -0.1281 -0.9786 -0.17 0.85 -0.49
H 0.6735 0.2212 -1.0458 -0.16 0.23 -0.22
C -0.4653 1.0831 1.6115 -0.31 0.82 0.49
C -1.3065 -0.1250 1.2638 0.02 -0.29 0.09
S -1.8527 -0.1989 -0.4788 0.45 0.09 -0.02
H 0.1158 1.4260 0.7691 0.34 0.01 -0.18
H -1.0578 1.9338 1.9466 -0.36 0.07 -0.31
H 0.1928 0.9290 2.4633 0.21 -0.46 -0.08
H -2.2243 -0.1951 1.8481 0.31 -0.04 0.26
H -0.6773 -1.0018 1.4371 -0.39 -0.17 -0.21
H -2.0929 1.1138 -0.6013 -0.10 0.01 -0.01
```
Positions in Å, forces in eV/Å.

## Properties
Strongest force on any atom = 0.036 hartree/bohr
SMILES = O=CO.CCS
Energy relative to the best compared isomer or geometry (same formula, charge and spin) = 7.7 kcal/mol

12 unconnected molecules or ions with the total composition C4H34N2O11S. Source: OMol25; level of theory: wB97M-V/def2-TZVPD.

XYZ file:
```
52
Properties=species:S:1:pos:R:3:forces:R:3
N 0.3821 -1.1953 1.2534 2.17 -1.94 -0.05
C 1.1727 -0.3943 0.3300 -0.10 2.98 1.39
C 0.2902 0.8397 -0.0549 -1.10 -1.38 0.04
N -0.6123 1.3462 1.0191 -0.50 -0.74 -1.23
C -2.0047 1.1498 0.6183 -1.87 -1.29 0.80
C -2.8564 2.4204 0.3557 2.19 -1.08 -0.05
S -2.6384 2.9302 -1.3964 -0.51 0.82 -0.72
H 0.9229 -1.5863 2.0494 -0.93 0.73 -0.81
H -0.5276 -0.8712 1.4936 -0.13 0.61 0.48
H 2.0667 0.1006 0.7941 -0.34 -1.00 0.00
H 1.4852 -0.8172 -0.6228 -0.12 -0.58 0.11
H 0.8763 1.6454 -0.4549 0.09 -0.10 -0.40
H -0.3844 0.3464 -0.7927 0.56 1.12 -0.12
H -0.4753 2.3080 1.2726 0.45 0.03 0.12
H -2.0290 0.3979 -0.1916 -0.12 0.98 -0.27
H -2.6525 0.5351 1.3061 0.97 0.72 0.53
H -2.5892 3.1738 1.1190 -0.09 -0.01 -0.49
H -3.8912 2.1468 0.5396 -0.20 0.28 -0.61
H -1.3109 2.8941 -1.7942 -0.73 -0.34 1.20
O -1.4283 -1.9211 -2.3765 -0.11 0.07 0.12
H -1.5276 -2.8181 -2.7156 0.06 0.00 -0.12
H -0.9652 -2.0605 -1.5450 -0.10 0.22 0.07
O -1.5435 0.0478 3.5504 0.48 1.46 -0.17
H -1.3132 0.9571 3.2063 -0.46 -1.32 0.09
H -1.0606 0.0641 4.3851 -0.24 -0.36 0.15
O 2.6294 -3.2258 -0.8547 0.31 0.52 0.77
H 3.0328 -2.4237 -0.4951 0.19 -0.05 -0.37
H 2.0758 -3.4861 -0.1056 -0.24 -0.49 -0.30
O 2.2480 -1.7633 -3.4444 0.83 0.35 -0.01
H 1.9478 -2.6410 -3.2102 -0.17 0.03 0.03
H 3.2047 -1.8152 -3.2718 -0.45 0.06 -0.15
O 2.4121 1.3293 -3.9689 -0.03 0.00 -0.15
H 2.2682 1.9616 -3.2603 0.20 -0.05 0.15
H 2.3183 0.4555 -3.5723 -0.16 -0.03 -0.03
O -2.9222 -2.1875 1.7665 0.30 -0.17 -0.61
H -3.6642 -2.5945 2.2185 0.03 0.26 0.24
H -2.6485 -1.3906 2.2328 -0.23 -0.08 0.49
O -0.4313 -3.9646 0.7351 -0.55 0.85 0.15
H -0.2505 -3.0738 1.0971 0.46 -0.16 -0.14
H -1.3818 -3.8322 0.6003 -0.07 -0.55 0.01
O 2.9620 2.5898 -1.0241 -1.06 0.75 0.45
H 2.0171 2.8316 -0.8948 0.68 -0.23 -0.29
H 3.3469 3.3360 -0.5445 0.47 -0.19 -0.18
O 0.2762 2.3320 3.6155 -0.31 0.11 0.39
H 0.9023 3.0192 3.3743 0.18 -0.13 -0.03
H 0.6588 1.4771 3.3947 0.30 0.16 -0.26
O 0.3628 4.2314 0.0273 0.39 0.02 0.05
H -0.4878 3.8241 0.2039 -0.28 0.06 -0.19
H 0.1495 5.0727 -0.3890 -0.01 0.02 -0.03
O 0.3766 -4.2429 -1.9001 -0.65 -0.76 -0.69
H 1.1414 -3.9103 -2.3614 0.18 0.03 0.22
H 0.0698 -3.5484 -1.3168 0.36 -0.19 0.43
```
Positions in Å, forces in eV/Å.

## Properties
Strongest force on any atom = 0.064 hartree/bohr
SMILES = NCCNCCS.O.O.O.O.O.O.O.O.O.O.O
Energy relative to the best compared isomer or geometry (same formula, charge and spin) = 95.9 kcal/mol

A molecular structure, C28H36P2SiV. Source: OMol25; level of theory: wB97M-V/def2-TZVPD.

XYZ file:
```
68
Properties=species:S:1:pos:R:3:forces:R:3
C 0.5173 1.6858 -0.0213 -0.55 0.37 0.39
C -0.4733 1.8936 -1.0182 -0.43 0.17 0.57
C -1.7597 1.6538 -0.4426 0.31 0.53 0.24
H -0.2947 2.2394 -2.0358 -0.06 -0.46 0.23
C -1.5651 1.3419 0.9452 0.48 0.51 -0.01
C -0.1522 1.3466 1.2043 -0.47 0.89 -0.35
H 0.3204 1.2707 2.1800 -0.23 -0.18 -0.25
H 1.5913 1.8315 -0.1500 -0.43 -0.22 0.01
H -2.7181 1.7918 -0.9425 0.39 -0.13 0.15
H -2.3478 1.2659 1.6955 0.28 -0.11 -0.21
V -0.6319 -0.2865 -0.2175 0.97 0.93 -0.46
C -1.1874 -2.5516 -2.7195 0.73 -0.97 -0.55
H -1.9298 -2.3295 -1.9414 0.38 0.12 -0.33
H -0.7290 -3.5303 -2.5139 -0.33 0.01 0.20
H -1.7012 -2.6528 -3.6850 -0.02 0.15 0.22
Si 0.2914 -1.3246 -2.8848 -0.54 1.43 0.39
C 1.8846 -1.0289 -3.8853 -0.32 -0.32 -0.29
C 2.5531 0.1764 -3.6265 0.48 -0.42 -0.05
H 2.0051 1.0201 -3.1868 0.28 -0.33 -0.10
C 3.9241 0.2734 -3.8883 -0.33 -0.11 -0.17
H 4.4405 1.1910 -3.5997 0.06 -0.29 -0.21
C 4.5899 -0.7842 -4.5277 -0.25 0.06 0.15
H 5.6576 -0.6940 -4.7346 -0.31 -0.09 -0.02
C 3.8808 -1.9395 -4.8932 -0.13 0.05 -0.01
H 4.3759 -2.7438 -5.4437 -0.02 0.27 0.21
C 2.5295 -2.0775 -4.5472 0.74 0.69 -0.05
H 1.9721 -2.9849 -4.7882 0.29 0.11 0.08
C -0.7621 0.0190 -3.8702 -0.31 -0.66 -0.79
C -0.2810 0.6865 -5.0105 -0.38 0.64 0.25
H 0.6224 0.3353 -5.5190 -0.21 0.28 0.37
C -0.9417 1.8248 -5.5010 -0.21 -0.31 0.01
H -0.5106 2.3781 -6.3364 -0.17 -0.11 0.15
C -2.1538 2.2368 -4.9337 0.33 0.05 0.15
H -2.6473 3.1457 -5.2786 0.12 -0.23 0.02
C -2.7250 1.4770 -3.9107 0.11 -0.43 -0.11
H -3.6888 1.7637 -3.4823 0.19 -0.10 -0.22
C -2.0583 0.3353 -3.4423 -0.12 0.78 -0.17
H -2.5696 -0.3072 -2.7176 0.29 0.34 0.06
H 0.2691 -0.2391 -1.7053 -0.06 -0.35 -0.55
H 1.3327 -1.9383 -1.9407 -0.27 -1.07 0.39
C 2.5269 -0.5429 1.6644 0.35 -0.10 0.12
P 1.0388 -1.4170 1.0979 -0.59 -0.48 0.08
C 1.6751 -3.0623 0.6326 0.31 -0.19 0.39
C 0.0930 -1.7426 2.6626 0.12 -0.03 -0.10
C 0.7104 -1.8419 3.9108 -0.37 -0.06 0.17
C -0.0621 -2.0408 5.0629 -0.09 -0.03 -0.14
C -1.4524 -2.1639 4.9642 0.02 0.03 -0.19
C -2.0750 -2.0843 3.7118 0.37 0.01 0.28
C -1.3075 -1.8602 2.5703 -0.36 -0.18 -0.23
P -2.1036 -1.7931 0.8879 1.12 0.10 0.35
C -3.7712 -1.1616 1.1419 -0.68 -0.21 0.18
C -2.3290 -3.5570 0.5342 -0.40 -0.42 0.06
H 3.0801 -0.1641 0.7931 -0.16 -0.17 0.23
H 3.1621 -1.2491 2.2177 -0.01 0.31 -0.11
H 2.2609 0.3014 2.3116 0.09 -0.24 -0.18
H 2.1182 -3.5187 1.5302 -0.04 -0.07 -0.29
H 0.8638 -3.6990 0.2541 0.25 0.26 0.05
H 2.4365 -2.9493 -0.1514 -0.31 -0.03 0.17
H 1.7953 -1.7582 3.9861 -0.29 -0.01 0.07
H 0.4262 -2.1069 6.0380 -0.18 0.02 -0.31
H -2.0639 -2.3245 5.8542 0.26 0.05 -0.22
H -3.1571 -2.1969 3.6166 0.29 0.05 0.16
H -3.7792 -0.3257 1.8483 0.00 -0.21 -0.18
H -4.1637 -0.8164 0.1772 0.07 -0.07 0.23
H -4.4067 -1.9733 1.5129 -0.13 0.27 0.02
H -3.2481 -3.8876 1.0305 0.17 -0.20 -0.06
H -2.4154 -3.7255 -0.5424 0.00 -0.04 0.21
H -1.4853 -4.1351 0.9272 -0.14 0.16 -0.14
```
Positions in Å, forces in eV/Å.

## Properties
Strongest force on any atom = 0.031 hartree/bohr
Energy relative to the best compared isomer or geometry (same formula, charge and spin) = 0.0 kcal/mol
<S²> = 3.774
Spin multiplicity = 4

A molecular structure, C3H2FO3Sr. Source: OMol25; level of theory: wB97M-V/def2-TZVPD.

XYZ file:
```
10
Properties=species:S:1:pos:R:3:forces:R:3
C -0.9096 0.8416 0.3533 0.69 -0.04 0.44
C -1.3418 -0.5540 0.1348 -1.48 1.16 -0.46
O -0.1396 -1.1308 -0.3363 -0.30 -0.49 -0.25
C 0.8555 -0.2925 -0.2755 0.95 -0.77 0.32
O 0.3479 0.9614 0.2272 -0.18 0.92 -0.28
O 2.0010 -0.4507 -0.5000 -0.50 0.33 -0.04
Sr 4.6794 0.2299 -0.5818 0.23 -0.03 -0.04
F -1.6036 1.8516 0.5557 -0.10 -0.12 0.28
H -1.7211 -1.0472 1.0439 0.01 0.05 -0.22
H -2.1680 -0.4095 -0.6212 0.68 -1.02 0.26
```
Positions in Å, forces in eV/Å.

## Properties
Strongest force on any atom = 0.038 hartree/bohr
<S²> = 0.750
Total charge = +2
Spin multiplicity = 2

The following calculated total energy values (in eV) correspond, in order, to the records above: -8643.699 -257009.500 -5729.852 -18170.912 -41036.038 -81760.697 -12819.281.